The following is a DFT calculation (ωB97M-V with the def2-TZVPD basis set) of the molecule C19H16O6S in a non-equilibrium geometry.

Energy above the lowest of the compared OMol25 structures with the same formula, charge and spin   260.8 kJ/mol
Total charge   0
DFT total energy   -1583.14208 hartree
SMILES string   COC/C=C/C1=CC2=CC(=O)[C@@](C)(OC(=O)c3cccs3)C(=O)C2=CO1
Kohn-Sham gap   7.575 eV
Largest force on an atom   0.078 hartree/bohr

CARTESIAN COORDINATES (ANGSTROEM)
C (-1.73571, 5.42809, -3.30798)
O (-1.88636, 4.51706, -4.46785)
C (-0.76562, 3.61453, -4.58736)
C (-0.91736, 2.43303, -3.65653)
C (0.22516, 1.94288, -3.01281)
C (0.16128, 0.79521, -2.12343)
C (1.30958, 0.36589, -1.48512)
C (1.32951, -0.86871, -0.68899)
C (2.42362, -1.32796, -0.06588)
C (2.33005, -2.56293, 0.71483)
O (3.38972, -3.06888, 1.06385)
C (0.96270, -3.10916, 1.19186)
C (1.07104, -4.61378, 1.56257)
O (0.65935, -2.35864, 2.39734)
C (-0.62744, -2.11322, 2.76340)
O (-1.62211, -2.59745, 2.26550)
C (-0.77124, -1.08734, 3.77821)
C (0.30505, -0.50467, 4.44918)
C (-0.14709, 0.44006, 5.44998)
C (-1.49875, 0.62321, 5.54436)
S (-2.31698, -0.38430, 4.36511)
C (0.06330, -2.90138, -0.06834)
O (-0.52038, -3.81997, -0.62600)
C (0.04916, -1.60389, -0.68108)
C (-1.04084, -1.09215, -1.33689)
O (-1.01783, 0.06219, -2.06593)
H (-1.54810, 4.87593, -2.37942)
H (-2.58013, 6.10022, -3.17981)
H (-0.83835, 6.06702, -3.51669)
H (0.18010, 4.18604, -4.36730)
H (-0.76303, 3.24647, -5.64806)
H (-1.90481, 2.03536, -3.47643)
H (1.21122, 2.36621, -3.24339)
H (2.18861, 0.97640, -1.65190)
H (3.38537, -0.84160, -0.12019)
H (1.50162, -5.15494, 0.70626)
H (1.69325, -4.77181, 2.43933)
H (0.05615, -5.02041, 1.76297)
H (1.36014, -0.77373, 4.29271)
H (0.55350, 0.95604, 6.12479)
H (-1.98462, 1.26331, 6.27531)
H (-1.92273, -1.71822, -1.39018)

=====

The following is a DFT calculation (ωB97M-V with the def2-TZVPD basis set) of a structure of composition C5H8LiO3Tl in a non-equilibrium geometry.

Energy above the lowest of the compared OMol25 structures with the same formula, charge and spin   0.0 kJ/mol
Total charge   +2
DFT total energy   -600.46626 hartree
Kohn-Sham gap   10.450 eV
Largest force on an atom   0.064 hartree/bohr

CARTESIAN COORDINATES (ANGSTROEM)
C (-2.84591, 3.04206, 1.96902)
C (-2.81509, 2.12259, 2.76131)
H (-2.72950, 3.99099, 1.46488)
H (-1.96329, 0.03462, -2.33406)
H (-2.88701, 1.24108, 3.38278)
Li (-0.96206, 1.62646, 1.18543)
O (0.68037, -0.80288, -1.21305)
Tl (0.47995, -1.87764, -3.33921)
O (-1.06188, -0.35181, -2.36043)
C (-0.35660, -0.00607, -1.29771)
O (-0.72045, 0.78715, -0.45500)
C (1.46980, -0.81496, 0.01623)
C (2.55550, -1.83933, -0.17028)
H (1.86341, 0.19808, 0.16376)
H (0.79108, -1.06749, 0.83969)
H (3.18194, -1.59731, -1.03923)
H (3.19163, -1.84272, 0.72318)
H (2.12810, -2.84281, -0.29731)

=====

The following is a DFT calculation (ωB97M-V with the def2-TZVPD basis set) of a cluster of 2 separate species, C3H10S2 in total.

Energy above the lowest of the compared OMol25 structures with the same formula, charge and spin   40.1 kJ/mol
Total charge   0
DFT total energy   -916.64869 hartree
SMILES string   CCS.CS
Kohn-Sham gap   9.903 eV
Largest force on an atom   0.019 hartree/bohr

CARTESIAN COORDINATES (ANGSTROEM)
C (-2.51339, -0.05990, 1.47201)
C (-1.16905, -0.46102, 0.89481)
S (-1.32068, -1.46864, -0.62905)
H (-3.14610, -0.90276, 1.72349)
H (-3.06438, 0.63954, 0.83602)
H (-2.34325, 0.52564, 2.39013)
H (-0.63462, 0.43864, 0.61740)
H (-0.61622, -1.04003, 1.62298)
H (-2.34667, -0.76603, -1.11824)
C (3.15824, 0.29499, -1.61723)
S (2.80964, 1.05462, -0.01891)
H (3.26272, -0.78392, -1.54660)
H (2.35958, 0.55644, -2.31739)
H (4.05456, 0.70605, -2.06226)
H (1.50964, 1.26639, -0.24715)

=====

The following is a DFT calculation (ωB97M-V with the def2-TZVPD basis set) of a cluster of 3 separate species, C20H46NO10P3S in total in a non-equilibrium geometry.

Total charge   0
DFT total energy   -3019.21517 hartree
SMILES string   C[C@H]1NC(=O)[C@H](CCCS)[C@H]1[PH2]=O.CCOP(=O)(OCC)OCC.CCOP(=O)(OCC)OCC
Kohn-Sham gap   9.772 eV
Largest force on an atom   0.098 hartree/bohr

CARTESIAN COORDINATES (ANGSTROEM)
C (0.95286, -1.49811, -2.16941)
C (-0.56929, -1.37825, -2.28704)
N (-0.91478, -0.53240, -3.43490)
C (-1.90738, -1.03574, -4.23542)
O (-2.44397, -0.48893, -5.15520)
C (-2.20699, -2.43081, -3.73535)
C (-3.63103, -2.96830, -3.87340)
C (-4.61711, -2.62545, -2.74859)
C (-4.54469, -1.17691, -2.22502)
S (-3.75313, -0.98828, -0.59097)
C (-1.37745, -2.70650, -2.45536)
P (-0.41561, -4.25309, -2.71916)
O (-0.72097, -5.20251, -1.61682)
H (1.38422, -0.58383, -1.76228)
H (1.43439, -1.71031, -3.12460)
H (1.21489, -2.29590, -1.47070)
H (-0.85501, -0.87483, -1.36131)
H (-0.99976, 0.44098, -3.17731)
H (-1.68180, -3.03243, -4.49534)
H (-4.01464, -2.65853, -4.84591)
H (-3.54118, -4.05790, -3.91534)
H (-4.57071, -3.32431, -1.91380)
H (-5.61908, -2.74188, -3.16846)
H (-5.56801, -0.84043, -2.06385)
H (-4.09669, -0.48363, -2.93421)
H (-3.83077, -2.23016, -0.10141)
H (-1.95453, -2.96922, -1.57299)
H (-0.82343, -4.87014, -3.92145)
H (0.96457, -4.00409, -2.80442)
C (5.80926, 1.01792, 2.09406)
C (5.30224, 0.34266, 0.83407)
O (5.91991, -0.92574, 0.62060)
P (5.39374, -2.22713, 1.41680)
O (3.92716, -2.29482, 1.32277)
O (5.95078, -3.38512, 0.44443)
C (5.07235, -4.34009, -0.14911)
C (4.64714, -3.89707, -1.53231)
O (6.60929, -2.44269, 2.44250)
C (6.50621, -2.13502, 3.84601)
C (5.14758, -2.44798, 4.43691)
H (5.46509, 0.48678, 2.98609)
H (5.44318, 2.04298, 2.15566)
H (6.89934, 1.03123, 2.11047)
H (4.21516, 0.23676, 0.86530)
H (5.54650, 0.95180, -0.03589)
H (4.20700, -4.52114, 0.48723)
H (5.62580, -5.27805, -0.21171)
H (4.25696, -2.87870, -1.52373)
H (3.87980, -4.56415, -1.92995)
H (5.49763, -3.90168, -2.21567)
H (6.76987, -1.08689, 4.00790)
H (7.26968, -2.73116, 4.34427)
H (4.36585, -1.82598, 3.99127)
H (5.14866, -2.26353, 5.51073)
H (4.88025, -3.49064, 4.26005)
C (-2.67917, 1.39933, 1.64092)
C (-2.35051, 2.44179, 2.69120)
O (-1.94346, 3.67331, 2.09385)
P (-3.05581, 4.69676, 1.53163)
O (-4.10583, 4.88445, 2.54350)
O (-2.19842, 6.06039, 1.52825)
C (-2.62125, 7.20881, 2.26264)
C (-1.96947, 7.25270, 3.62904)
O (-2.83800, 4.50586, -0.05023)
C (-3.76672, 3.78328, -0.88050)
C (-5.21521, 3.97744, -0.48479)
H (-3.59026, 1.66792, 1.10056)
H (-2.84055, 0.42186, 2.09576)
H (-1.87044, 1.31886, 0.91354)
H (-3.20182, 2.60067, 3.35705)
H (-1.51495, 2.10584, 3.30496)
H (-3.70711, 7.23960, 2.34355)
H (-2.31740, 8.07897, 1.67861)
H (-2.10614, 6.31068, 4.15979)
H (-2.38794, 8.06012, 4.23154)
H (-0.89485, 7.41436, 3.53230)
H (-3.50329, 2.72157, -0.88072)
H (-3.61187, 4.14633, -1.89612)
H (-5.41358, 3.57421, 0.51243)
H (-5.87281, 3.46681, -1.18787)
H (-5.47251, 5.03738, -0.46964)